1.
15
Properties=species:S:1:pos:R:3:lowdin_charge:R:1 method="wB97M-V/def2-TZVPD" lumo_ev=0.74 de_lowest_kj_mol=207.9 mol_weight_g_mol=113.1 largest_force_ha_per_bohr=0.0637 homo_lumo_gap_ev=9.90 multiplicity=1
C -0.36 1.39 -1.17 -0.084
O 0.70 1.01 -0.31 -0.133
C 0.67 -0.31 0.03 -0.268
C 0.76 -0.71 1.47 -0.056
C -0.59 -0.95 0.84 -0.199
N -1.81 -0.41 1.38 0.165
C -2.87 -0.50 1.95 -0.330
O -3.92 -0.40 2.44 0.147
H -0.12 2.37 -1.58 0.089
H -1.30 1.44 -0.61 0.084
H -0.48 0.66 -1.98 0.092
H 1.00 -1.01 -0.74 0.142
H 0.81 0.13 2.16 0.119
H 1.37 -1.55 1.76 0.101
H -0.75 -1.96 0.49 0.131


2.
66
Properties=species:S:1:pos:R:3:lowdin_charge:R:1 method="wB97M-V/def2-TZVPD" lumo_ev=-1.03 mol_weight_g_mol=609.4 largest_force_ha_per_bohr=0.0606 homo_lumo_gap_ev=7.56 multiplicity=1
H -4.18 1.10 -0.07 0.037
N -4.89 1.66 -0.56 0.108
C -4.60 1.63 -1.80 -0.244
C -3.39 0.90 -2.47 -0.147
C -2.97 -0.44 -1.81 -0.128
C -1.97 -0.35 -0.73 -0.007
C -1.46 -1.55 -0.02 0.001
C -1.95 -2.85 -0.42 -0.079
C -1.45 -4.17 0.24 -0.129
C -0.39 -4.82 -0.78 -0.166
C 1.09 -4.34 -0.50 -0.270
N 1.45 -3.13 -1.29 -0.007
C -2.95 -2.94 -1.53 -0.227
N -3.36 -4.27 -1.91 0.013
C -3.48 -1.78 -2.24 -0.264
P -4.69 -1.79 -3.65 0.556
O -5.84 -0.61 -3.26 -0.388
Br -5.89 -3.69 -3.75 0.250
C -0.37 -1.33 1.09 -0.259
O -0.34 -1.97 2.11 0.110
C 0.63 -0.17 0.77 -0.072
C 2.12 -0.38 1.18 -0.134
C 2.45 0.15 2.65 -0.146
C 3.21 1.54 2.47 -0.206
C 3.95 2.05 3.76 -0.181
N 4.98 3.10 3.42 0.020
C 4.53 3.97 2.38 -0.511
C 3.33 4.96 2.51 -0.004
O 5.09 3.93 1.30 0.039
C 0.17 0.93 0.11 -0.015
C 1.08 2.11 -0.30 -0.077
O 0.52 3.42 -0.05 0.028
C 0.47 4.20 -1.18 -0.627
F -0.01 5.43 -0.81 0.135
F 1.75 4.42 -1.66 0.127
F -0.35 3.74 -2.16 0.147
C -1.36 1.01 -0.26 -0.251
O -1.98 2.04 -0.16 0.120
H -5.27 2.22 -2.48 0.109
H -2.46 1.54 -2.51 0.115
H -3.66 0.73 -3.55 0.086
H -0.89 -4.02 1.20 0.097
H -2.29 -4.88 0.48 0.110
H -0.69 -4.43 -1.79 0.099
H -0.49 -5.93 -0.69 0.109
H 1.33 -4.21 0.59 0.111
H 1.76 -5.18 -0.87 0.106
H 1.65 -3.47 -2.23 0.070
H 2.34 -2.78 -0.92 0.055
H -3.58 -4.85 -1.10 0.081
H -2.70 -4.72 -2.54 0.089
H -5.88 0.05 -3.97 0.046
H 2.32 -1.49 1.19 0.106
H 2.80 0.04 0.40 0.114
H 1.51 0.33 3.23 0.124
H 3.16 -0.57 3.15 0.113
H 2.40 2.29 2.23 0.106
H 3.89 1.47 1.57 0.117
H 4.49 1.25 4.32 0.120
H 3.17 2.57 4.40 0.122
H 5.74 2.56 2.99 0.119
H 3.66 6.02 2.34 0.094
H 2.57 4.74 1.71 0.081
H 2.83 4.93 3.51 0.080
H 1.23 2.02 -1.42 0.154
H 2.11 2.09 0.14 0.114


3.
14
Properties=species:S:1:pos:R:3:lowdin_charge:R:1 method="wB97M-V/def2-TZVPD" lumo_ev="-1.49 / -1.49" de_lowest_kj_mol=642.6 mol_weight_g_mol=141.2 largest_force_ha_per_bohr=0.1515 homo_lumo_gap_ev="7.87 / 7.87" multiplicity=1
C -0.97 0.33 1.17 -0.233
S 0.35 0.51 0.00 0.739
C -0.51 -0.09 -1.55 -0.183
N 0.54 2.08 -0.03 -0.367
S 2.02 -1.31 0.48 0.897
O 2.01 -2.04 -0.76 -0.516
O 0.59 -1.92 1.60 -0.611
H -1.94 0.24 0.88 0.045
H -0.78 -0.62 1.52 -0.029
H -0.71 1.10 1.89 0.072
H -1.09 -0.97 -1.16 0.078
H -1.18 0.68 -1.83 0.039
H 0.10 -0.30 -2.41 0.049
H 1.58 2.32 0.19 0.021


4.
142
Properties=species:S:1:pos:R:3:lowdin_charge:R:1 method="wB97M-V/def2-TZVPD" lumo_ev=-1.96 mol_weight_g_mol=1232.1 largest_force_ha_per_bohr=0.1662 homo_lumo_gap_ev=5.99 multiplicity=1
C 6.67 7.14 -2.50 -0.148
C 6.19 6.17 -3.74 -0.256
C 5.71 4.68 -3.22 -0.219
C 4.73 4.81 -1.88 -0.225
C 3.37 5.71 -2.20 -0.185
C 2.04 4.83 -1.82 -0.181
C 0.99 4.60 -3.06 -0.062
C -0.24 5.73 -3.20 0.059
C -1.33 5.48 -4.40 -0.002
C -1.24 4.19 -5.43 -0.002
C -0.03 3.09 -5.36 0.059
C 1.09 3.32 -4.14 -0.075
C 2.30 2.20 -4.04 -0.093
C 1.92 1.26 -2.58 -0.167
C 1.23 -0.30 -2.91 -0.020
O 0.40 0.99 -2.33 -0.228
C -2.56 4.29 -6.45 -0.201
O -2.78 3.62 -7.59 -0.019
N -3.35 5.36 -5.75 -0.045
C -4.85 5.32 -5.81 -0.142
C -5.62 4.94 -4.41 -0.106
C -6.79 3.76 -4.50 -0.011
C -7.70 3.27 -3.22 -0.028
C -7.44 3.98 -1.73 -0.180
C -8.38 3.44 -0.49 -0.134
C -6.28 5.15 -1.61 -0.015
C -5.38 5.61 -2.94 -0.008
C -2.67 6.36 -4.84 -0.214
O -3.03 7.61 -4.53 -0.020
H 5.79 7.89 -2.22 0.085
H 7.61 7.75 -2.83 0.072
H 6.99 6.52 -1.54 0.077
H 7.04 5.99 -4.54 0.108
H 5.29 6.72 -4.28 0.101
H 6.60 3.98 -2.91 0.114
H 5.04 4.12 -4.03 0.101
H 4.47 3.69 -1.58 0.092
H 5.29 5.27 -0.95 0.094
H 3.36 6.17 -3.28 0.116
H 3.43 6.63 -1.44 0.115
H 2.30 3.77 -1.34 0.097
H 1.46 5.43 -0.97 0.122
H -0.34 6.63 -2.46 0.106
H 0.01 2.20 -6.13 0.105
H 2.29 1.44 -4.93 0.109
H 3.36 2.68 -3.84 0.084
H 2.70 1.36 -1.60 0.145
H 1.32 -1.08 -2.03 0.101
H 0.63 -0.45 -3.91 0.115
H -5.23 6.40 -6.12 0.142
H -5.23 4.59 -6.67 0.142
H -7.01 3.25 -5.54 0.046
H -8.52 2.41 -3.37 0.084
H -9.21 4.27 -0.30 0.082
H -8.97 2.46 -0.77 0.077
H -7.80 3.31 0.53 0.080
H -6.13 5.63 -0.53 0.066
H -4.59 6.46 -2.79 0.073
O 3.75 2.83 0.92 0.083
C 4.31 1.97 1.60 -0.301
C 3.88 0.57 1.60 0.081
C 4.51 -0.34 2.35 -0.183
O 4.11 -1.66 2.36 0.034
C 5.66 0.04 3.22 -0.295
O 6.21 -0.81 3.92 0.121
C 6.11 1.44 3.20 0.080
C 5.48 2.35 2.44 -0.205
O 5.90 3.66 2.41 0.079
H 3.04 0.30 0.97 0.132
H 4.72 -2.11 2.99 0.062
H 6.96 1.70 3.82 0.139
H 5.29 4.12 1.79 0.110
O -5.37 9.89 5.09 0.107
C -5.72 9.03 4.28 -0.306
C -6.90 9.21 3.42 0.078
C -7.27 8.25 2.57 -0.205
O -8.38 8.41 1.75 0.083
C -6.50 6.98 2.45 -0.298
O -6.87 6.11 1.67 0.079
C -5.31 6.82 3.29 0.080
C -4.94 7.78 4.15 -0.207
O -3.81 7.63 4.94 0.080
H -7.46 10.13 3.52 0.138
H -8.44 7.58 1.23 0.116
H -4.75 5.90 3.18 0.139
H -3.76 8.46 5.47 0.117
O 4.68 -3.73 3.43 0.088
C 4.01 -4.55 4.05 -0.260
C 4.61 -5.70 4.73 0.093
C 3.85 -6.58 5.39 -0.177
O 4.41 -7.67 6.03 0.009
C 2.37 -6.43 5.45 -0.309
O 1.70 -7.26 6.04 0.110
C 1.77 -5.26 4.79 0.073
C 2.54 -4.38 4.14 -0.200
O 1.98 -3.27 3.52 0.091
H 5.69 -5.81 4.67 0.139
H 3.66 -8.15 6.43 0.138
H 0.70 -5.15 4.86 0.141
H 2.73 -2.79 3.11 0.080
O 8.28 -9.52 6.16 0.108
C 7.61 -10.34 6.79 -0.301
C 8.21 -11.49 7.47 0.077
C 7.45 -12.37 8.12 -0.208
O 8.01 -13.46 8.77 0.079
C 5.97 -12.22 8.19 -0.306
O 5.30 -13.05 8.78 0.105
C 5.37 -11.05 7.53 0.084
C 6.14 -10.17 6.87 -0.170
O 5.58 -9.06 6.25 0.007
H 9.29 -11.60 7.41 0.137
H 7.26 -13.94 9.17 0.117
H 4.30 -10.94 7.59 0.137
H 6.33 -8.58 5.85 0.137
O -7.21 1.76 -6.54 0.060
C -7.96 0.80 -6.64 -0.280
C -9.38 0.87 -6.27 0.080
C -10.17 -0.20 -6.37 -0.205
O -11.51 -0.14 -6.02 0.083
C -9.64 -1.50 -6.85 -0.305
O -10.39 -2.48 -6.92 0.108
C -8.23 -1.57 -7.25 0.079
C -7.44 -0.50 -7.15 -0.201
O -6.11 -0.56 -7.52 0.086
H -9.75 1.83 -5.91 0.137
H -11.86 -1.04 -6.18 0.118
H -7.86 -2.52 -7.62 0.139
H -5.76 0.34 -7.36 0.119
O 0.19 -8.10 0.77 0.111
C 0.76 -8.95 1.45 -0.302
C 0.33 -10.36 1.45 0.080
C 0.95 -11.26 2.20 -0.207
O 0.55 -12.59 2.21 0.082
C 2.10 -10.88 3.07 -0.301
O 2.65 -11.73 3.77 0.108
C 2.55 -9.48 3.05 0.083
C 1.92 -8.58 2.29 -0.198
O 2.34 -7.26 2.26 0.076
H -0.51 -10.62 0.82 0.139
H 1.16 -13.04 2.84 0.117
H 3.40 -9.22 3.67 0.131
H 1.73 -6.81 1.64 0.122


5.
7
Properties=species:S:1:pos:R:3:lowdin_charge:R:1 method="wB97M-V/def2-TZVPD" lumo_ev="-1.26 / -2.19" de_lowest_kj_mol=262.5 mol_weight_g_mol=90.1 largest_force_ha_per_bohr=0.0725 homo_lumo_gap_ev="8.82 / 9.62" multiplicity=1
C -0.77 -0.28 -1.22 -0.484
N -1.41 0.40 -1.87 0.105
N 0.43 0.99 1.75 0.137
O 0.87 -2.12 -0.97 -0.522
S -0.24 -1.65 -0.20 0.905
H 0.82 0.70 0.91 -0.098
H 0.29 1.95 1.60 -0.044


6.
22
Properties=species:S:1:pos:R:3:lowdin_charge:R:1 method="wB97M-V/def2-TZVPD" lumo_ev=-3.03 total_charge=+1 de_lowest_kj_mol=128.4 mol_weight_g_mol=116.2 largest_force_ha_per_bohr=0.0657 homo_lumo_gap_ev=10.74 multiplicity=1
C -0.78 2.27 1.95 -0.053
C -0.54 1.47 0.68 -0.417
N 0.80 1.41 0.14 0.016
C -1.01 -0.03 0.99 -0.134
C -1.30 -0.84 -0.33 -0.151
N 0.01 -0.84 -1.02 0.051
C 0.71 -1.94 -1.14 -0.133
N 1.96 -1.91 -1.58 0.169
H 0.18 2.59 2.35 0.084
H -1.41 3.14 1.76 0.089
H -1.33 1.70 2.67 0.065
H -1.35 1.83 -0.03 0.159
H 1.14 2.30 -0.20 0.109
H 1.50 1.14 0.85 0.125
H -1.99 0.05 1.49 0.116
H -0.39 -0.70 1.58 0.116
H -1.98 -1.67 -0.20 0.127
H -1.99 -0.17 -0.84 0.113
H 0.42 0.16 -0.96 0.127
H 0.20 -2.85 -0.84 0.165
H 2.45 -1.04 -1.65 0.125
H 2.60 -2.67 -1.36 0.134


7.
73
Properties=species:S:1:pos:R:3:lowdin_charge:R:1 method="wB97M-V/def2-TZVPD" lumo_ev=0.67 de_lowest_kj_mol=312.0 mol_weight_g_mol=384.7 largest_force_ha_per_bohr=0.0547 homo_lumo_gap_ev=8.74 multiplicity=1
C 4.16 1.11 -0.39 -0.190
C 3.35 2.48 0.13 -0.559
S 3.05 3.72 -1.24 0.676
C 1.33 3.58 -1.97 -0.750
P -0.07 3.36 -0.67 0.668
C -1.59 3.07 0.45 -0.446
C -2.86 2.61 -0.53 -0.283
C -4.01 1.75 0.26 -0.185
C -4.14 0.22 -0.39 -0.247
O -4.38 0.24 -1.85 -0.164
H 4.80 0.63 0.50 0.073
H 4.94 1.34 -1.24 0.071
H 3.43 0.29 -0.79 0.068
H 4.11 3.00 0.89 0.074
H 2.40 2.22 0.78 0.065
H 1.11 4.62 -2.50 0.060
H 1.21 2.76 -2.81 0.052
H 0.33 1.97 -0.43 0.021
H -1.01 3.72 -1.74 0.019
H 0.44 4.43 0.17 0.022
H -1.97 4.06 0.98 0.089
H -1.38 2.29 1.30 0.079
H -3.30 3.57 -1.09 0.119
H -2.36 1.93 -1.37 0.086
H -5.05 2.27 0.02 0.119
H -3.84 1.71 1.42 0.112
H -5.04 -0.32 0.13 0.117
H -3.17 -0.43 -0.22 0.125
H -3.55 -0.16 -2.29 0.107
C 7.61 2.66 2.41 -0.090
C 6.64 2.42 3.57 -0.271
N 6.22 1.02 3.71 -0.191
C 5.10 0.85 4.64 -0.255
C 5.34 1.19 6.11 -0.094
C 7.30 0.03 3.84 -0.252
C 8.28 0.19 5.00 -0.090
H 7.19 2.31 1.47 0.071
H 7.81 3.73 2.32 0.075
H 8.57 2.17 2.57 0.065
H 5.76 3.03 3.38 0.112
H 7.10 2.80 4.49 0.095
H 4.73 -0.19 4.58 0.111
H 4.27 1.46 4.29 0.106
H 5.93 0.42 6.62 0.057
H 4.38 1.24 6.64 0.072
H 5.84 2.15 6.24 0.068
H 7.87 0.03 2.91 0.101
H 6.86 -0.98 3.89 0.115
H 8.60 1.23 5.13 0.069
H 9.18 -0.40 4.81 0.074
H 7.85 -0.16 5.94 0.054
C -4.44 -2.86 -5.03 -0.093
C -5.35 -4.05 -4.77 -0.269
N -5.48 -4.41 -3.36 -0.191
C -6.13 -5.71 -3.15 -0.254
C -7.59 -5.84 -3.58 -0.096
C -5.91 -3.35 -2.45 -0.249
C -7.25 -2.68 -2.74 -0.084
H -3.44 -3.03 -4.61 0.077
H -4.32 -2.71 -6.11 0.073
H -4.84 -1.93 -4.61 0.061
H -4.92 -4.90 -5.32 0.117
H -6.33 -3.85 -5.23 0.095
H -6.05 -6.00 -2.09 0.111
H -5.55 -6.47 -3.69 0.108
H -8.27 -5.35 -2.87 0.056
H -7.87 -6.90 -3.59 0.071
H -7.77 -5.45 -4.58 0.067
H -5.14 -2.57 -2.45 0.088
H -5.92 -3.72 -1.42 0.116
H -7.39 -2.45 -3.80 0.070
H -7.31 -1.73 -2.20 0.072
H -8.09 -3.29 -2.40 0.054


8.
10
Properties=species:S:1:pos:R:3:lowdin_charge:R:1 method="wB97M-V/def2-TZVPD" lumo_ev=-0.35 de_lowest_kj_mol=209.8 mol_weight_g_mol=91.1 largest_force_ha_per_bohr=0.0771 homo_lumo_gap_ev=7.82 multiplicity=1
H -0.24 2.23 2.28 0.035
N 0.27 2.45 1.43 0.000
N 0.57 1.41 0.76 -0.035
H 0.87 1.71 -0.21 0.063
N -0.33 -1.05 -0.91 0.001
C -0.47 -2.33 -0.67 -0.845
S -0.73 -3.61 -1.68 0.526
H -0.46 -0.30 -0.22 0.054
H 0.03 -0.70 -1.89 0.159
H -0.46 -2.73 0.35 0.042


9.
10
Properties=species:S:1:pos:R:3:lowdin_charge:R:1 method="wB97M-V/def2-TZVPD" lumo_ev=-0.49 de_lowest_kj_mol=376.6 mol_weight_g_mol=88.1 largest_force_ha_per_bohr=0.0143 homo_lumo_gap_ev=9.05 multiplicity=1
O -1.20 -1.75 0.07 -0.024
C -0.76 -0.44 -0.11 -0.220
C 0.34 1.92 -0.16 0.122
O 1.26 0.98 -0.05 -0.024
C 0.73 -0.33 0.13 -0.402
O 1.46 -1.20 0.47 0.176
H -0.55 -2.20 0.62 0.090
H -1.00 -0.10 -1.13 0.136
H -1.22 0.29 0.56 0.111
H 0.93 2.82 -0.40 0.035


10.
63
Properties=species:S:1:pos:R:3:lowdin_charge:R:1 method="wB97M-V/def2-TZVPD" lumo_ev=0.45 mol_weight_g_mol=508.5 largest_force_ha_per_bohr=0.0445 homo_lumo_gap_ev=7.16 multiplicity=1
Li -0.97 -0.77 -0.36 0.536
C -2.62 -4.16 -0.27 -0.038
C -3.36 -2.87 -0.50 -0.362
C -4.71 -2.88 -0.80 -0.070
C -5.34 -1.66 -1.07 -0.083
C -4.61 -0.50 -1.01 -0.044
C -3.23 -0.56 -0.69 -0.503
N -2.65 -1.75 -0.42 0.061
N -2.41 0.49 -0.64 -0.135
Si -2.23 1.59 -1.91 0.383
C -3.44 3.07 -2.03 -0.177
C -2.31 0.57 -3.53 -0.162
C -0.46 2.27 -1.73 -0.174
H -2.65 -4.77 -1.17 0.079
H -3.10 -4.73 0.52 0.076
H -1.58 -3.95 -0.01 0.067
H -5.24 -3.81 -0.84 0.099
H -6.39 -1.63 -1.32 0.102
H -5.06 0.46 -1.21 0.094
H -4.47 2.73 -2.10 0.006
H -3.24 3.69 -2.90 0.016
H -3.37 3.69 -1.15 0.014
H -3.31 0.18 -3.67 0.017
H -1.65 -0.29 -3.42 0.023
H -2.03 1.10 -4.44 0.018
H -0.34 2.87 -0.84 0.016
H -0.16 2.87 -2.58 0.028
H 0.23 1.43 -1.66 -0.005
O 0.76 -0.95 -0.39 -0.527
As 1.69 -0.14 0.66 1.185
C 0.77 0.42 2.27 -0.292
C -0.28 1.31 2.18 -0.090
C -0.90 1.75 3.34 -0.060
C -0.49 1.28 4.58 -0.072
C 0.54 0.36 4.66 -0.077
C 1.18 -0.06 3.51 -0.094
C 2.52 1.40 -0.19 -0.310
C 3.02 1.19 -1.47 -0.111
C 3.53 2.26 -2.19 -0.069
C 3.55 3.53 -1.63 -0.072
C 3.06 3.73 -0.35 -0.074
C 2.54 2.66 0.38 -0.091
C 3.04 -1.47 1.10 -0.285
C 2.52 -2.66 1.60 -0.110
C 3.33 -3.78 1.69 -0.071
C 4.64 -3.72 1.25 -0.078
C 5.16 -2.54 0.78 -0.079
C 4.36 -1.40 0.69 -0.087
H -0.63 1.66 1.21 0.087
H -1.72 2.46 3.28 0.111
H -0.97 1.63 5.48 0.107
H 0.85 -0.03 5.62 0.106
H 2.00 -0.77 3.56 0.097
H 2.97 0.20 -1.90 0.116
H 3.91 2.11 -3.19 0.108
H 3.93 4.36 -2.20 0.106
H 3.06 4.72 0.08 0.106
H 2.14 2.82 1.37 0.105
H 1.47 -2.70 1.89 0.112
H 2.92 -4.71 2.08 0.107
H 5.25 -4.61 1.27 0.105
H 6.19 -2.49 0.45 0.104
H 4.76 -0.47 0.29 0.102


Question: Look up the multiplicity of the second one.
Answer: 1